Arrangement i

C4H11N4 | wB97M-V/def2-TZVPD

Each line ends with the Mulliken charge.
CARTESIAN COORDINATES (ANGSTROEM)
C -2.26 0.49 -0.92  -1.23
C -1.30 -0.35 1.26  -1.46
C 1.58 -1.65 -0.02  -0.71
C -1.06 0.15 -0.11  1.07
N 2.17 1.79 -0.38  -0.17
N 0.10 0.36 -0.67  -0.76
N 2.35 0.59 -0.05  -0.45
N 1.37 -0.22 -0.07  0.83
H -2.81 -0.36 -1.09  0.37
H -2.88 1.03 -0.22  0.34
H -1.77 0.94 -1.75  0.40
H -0.47 -0.70 1.73  0.51
H -2.28 -0.84 1.29  0.33
H -1.48 0.53 1.93  0.37
H 1.54 -2.00 -1.04  0.35
H 0.55 -2.04 0.52  0.24
H 2.34 -2.11 0.54  0.37
H 1.24 2.15 -0.65  0.32
H 3.06 2.26 -0.30  0.28

Values from the calculation:
**HOMO-LUMO gap**: 10.32 eV
**E_LUMO**: -4.0 eV
**HOMO level**: -14.284 eV
**Total charge**: +1
**SMILES**: CC(C)=N/[N+](C)=N\N

Arrangement ii

C4H11N4 | wB97M-V/def2-TZVPD

Each line ends with the Mulliken charge.
CARTESIAN COORDINATES (ANGSTROEM)
C 2.13 0.60 1.26  -0.31
C -2.07 0.52 0.03  0.43
C -2.93 1.65 -0.03  -0.89
C 2.23 0.25 -1.06  -0.91
N 1.64 0.07 0.24  -0.28
N -1.41 -0.43 0.13  0.45
N -0.82 -2.62 -0.10  -0.60
N -0.54 -1.33 0.36  -0.28
H 3.02 1.22 1.26  0.25
H 1.64 0.43 2.21  0.27
H -2.53 2.41 -0.69  0.30
H -3.08 2.06 0.97  0.30
H -3.90 1.33 -0.42  0.31
H 3.19 0.77 -1.01  0.31
H 2.36 -0.72 -1.53  0.31
H 1.53 0.83 -1.67  0.30
H -0.63 -3.30 0.62  0.27
H -0.30 -2.85 -0.94  0.26
H 0.46 -0.88 0.36  0.52

Values from the calculation:
**HOMO-LUMO gap**: 10.42 eV
**E_LUMO**: -3.0 eV
**HOMO level**: -13.451 eV
**Total charge**: +1

Which structure is most stable? arrangement i, by 4.9 kJ/mol over the runner-up.

Arrangement i

CH4N3O2 | wB97M-V/def2-TZVPD

Each line ends with the Mulliken charge.
CARTESIAN COORDINATES (ANGSTROEM)
C -0.19 0.34 1.27  0.58
N -0.04 -0.32 -2.07  0.55
N -1.20 0.82 0.78  -0.20
N 0.87 -0.04 1.83  -0.38
O 0.79 -0.69 -1.26  -0.46
O -1.22 -0.42 -2.00  -0.41
H 0.23 -0.19 -3.07  0.31
H -2.18 0.88 0.51  0.36
H 1.48 -0.86 1.47  0.34
H 1.45 0.47 2.53  0.31

Values from the calculation:
**HOMO-LUMO gap**: 10.96 eV
**E_LUMO**: -4.8 eV
**HOMO level**: -15.783 eV
**Total charge**: +1

Arrangement ii

CH4N3O2 | wB97M-V/def2-TZVPD

Each line ends with the Mulliken charge.
CARTESIAN COORDINATES (ANGSTROEM)
C -0.03 -0.03 -0.04  0.48
N -0.60 -1.23 0.21  -0.26
N -0.89 1.18 -0.18  -0.31
N 1.49 0.08 -0.07  1.04
O 2.05 -0.98 -0.09  -0.54
O 1.92 1.14 -0.02  -0.47
H -1.60 -1.26 0.48  0.27
H 0.06 -1.93 0.08  0.29
H -1.92 1.03 -0.07  0.25
H -0.46 2.00 -0.31  0.24

Values from the calculation:
**HOMO-LUMO gap**: 10.29 eV
**E_LUMO**: -6.6 eV
**HOMO level**: -16.851 eV
**Total charge**: +1
**SMILES**: NC(=[NH2+])[N+](=O)[O-]

Which structure is most stable? arrangement ii, by 21.4 kJ/mol over the runner-up.

Arrangement i

BrClINO | wB97M-V/def2-TZVPD

Each line ends with the Mulliken charge.
CARTESIAN COORDINATES (ANGSTROEM)
N -0.04 -0.33 0.62  0.15
O 0.52 0.65 0.37  -0.14
Cl 0.64 1.08 -1.54  -0.15
Br 0.22 -1.78 -0.48  0.09
I -3.25 -0.46 -0.09  0.04

Values from the calculation:
**HOMO-LUMO gap (spin up / spin down)**: 7.79 / 6.35 eV
**E_LUMO (spin up / spin down)**: -2.5 / -3.4 eV
**HOMO level (spin up / spin down)**: -10.341 / -9.713 eV

Arrangement ii

BrClINO | wB97M-V/def2-TZVPD

Each line ends with the Mulliken charge.
CARTESIAN COORDINATES (ANGSTROEM)
N -0.18 0.70 0.01  0.03
O 0.99 0.44 -0.11  -0.08
Cl 1.83 -1.05 0.29  0.02
Br -0.81 0.79 1.83  0.01
I -1.83 -0.88 -2.02  0.02

Values from the calculation:
**HOMO-LUMO gap (spin up / spin down)**: 6.78 / 7.41 eV
**E_LUMO (spin up / spin down)**: -3.1 / -2.8 eV
**HOMO level (spin up / spin down)**: -9.862 / -10.209 eV

Which structure is most stable? arrangement i, by 17.2 kJ/mol over the runner-up.

Arrangement i

C2H10N2O2 | wB97M-V/def2-TZVPD

Each line ends with the Mulliken charge.
CARTESIAN COORDINATES (ANGSTROEM)
C -1.77 1.54 0.11  -1.04
N -0.08 0.72 2.22  -0.51
C -0.10 0.20 0.92  0.17
N -0.73 0.59 -0.12  -0.47
H -2.45 1.76 -0.73  0.31
H -1.55 2.54 0.52  0.29
H -2.58 1.19 0.88  0.31
H 0.89 0.73 2.52  0.25
H -0.53 1.61 2.38  0.26
H 0.61 -0.66 0.88  0.30
H -0.43 -1.39 -2.47  0.31
H 0.08 -0.30 -1.46  0.58
O 0.28 -0.77 -2.30  -0.79
H 2.97 -1.93 -0.55  0.30
H 1.60 -1.71 -1.24  0.39
O 2.02 -1.93 -0.39  -0.66

Values from the calculation:
**HOMO-LUMO gap**: 10.45 eV
**E_LUMO**: 0.8 eV
**HOMO level**: -9.624 eV
**SMILES**: C/N=C\N.O.O

Arrangement ii

C2H10N2O2 | wB97M-V/def2-TZVPD

Each line ends with the Mulliken charge.
CARTESIAN COORDINATES (ANGSTROEM)
C -1.55 -0.45 -0.98  -1.05
N -0.96 2.10 -0.08  -0.54
C -0.57 0.95 0.59  0.23
N -0.90 -0.24 0.32  -0.47
H -2.59 -0.13 -0.97  0.36
H -1.47 -1.51 -1.19  0.33
H -1.06 0.11 -1.79  0.33
H -0.43 2.93 0.17  0.28
H -0.90 2.06 -1.09  0.23
H -0.14 1.17 1.57  0.33
H 2.34 -0.90 1.49  0.33
H 0.90 -1.33 1.93  0.33
O 1.83 -1.36 2.16  -0.66
H 1.05 -1.03 -0.76  0.31
H 2.46 -1.60 -0.71  0.33
O 1.98 -0.77 -0.65  -0.66

Values from the calculation:
**HOMO-LUMO gap**: 10.53 eV
**E_LUMO**: 0.7 eV
**HOMO level**: -9.834 eV
**SMILES**: C/N=C\N.O.O

Which structure is most stable? arrangement ii, by 6.7 kJ/mol over the runner-up.

Arrangement i

C2H10N2O2 | wB97M-V/def2-TZVPD

Each line ends with the Mulliken charge.
CARTESIAN COORDINATES (ANGSTROEM)
C -1.93 -3.03 0.00  -0.81
N -1.96 -0.31 -0.79  -0.42
C -0.87 -1.19 -0.99  0.16
N -0.84 -2.43 -0.66  -0.45
H -2.89 -2.83 -0.51  0.26
H -1.87 -2.63 1.01  0.31
H -1.89 -4.10 0.12  0.25
H -1.99 0.40 -1.42  0.19
H -2.84 -0.47 -0.30  0.21
H 0.03 -0.78 -1.51  0.30
H 1.46 1.63 1.41  0.28
H 2.50 2.72 1.57  0.40
O 1.94 2.06 2.05  -0.65
H 3.23 4.07 -0.48  0.33
H 4.41 3.21 0.15  0.34
O 3.52 3.68 0.36  -0.70

Values from the calculation:
**HOMO-LUMO gap**: 9.49 eV
**E_LUMO**: 0.4 eV
**HOMO level**: -9.054 eV
**SMILES**: C/N=C\N.O.O

Arrangement ii

C2H10N2O2 | wB97M-V/def2-TZVPD

Each line ends with the Mulliken charge.
CARTESIAN COORDINATES (ANGSTROEM)
C -0.96 -1.96 0.82  -0.98
N 0.76 -1.84 -1.48  -0.45
C 0.76 -0.93 -0.45  0.16
N -0.13 -0.83 0.45  -0.50
H -0.65 -2.86 0.29  0.31
H -0.87 -2.17 1.88  0.29
H -2.02 -1.78 0.62  0.30
H 1.48 -1.74 -2.16  0.22
H -0.10 -2.28 -1.75  0.19
H 1.62 -0.27 -0.48  0.31
H 0.31 2.08 1.89  0.32
H -0.04 0.82 1.07  0.52
O -0.18 1.80 1.10  -0.74
H -0.04 3.27 -0.26  0.38
H -0.07 4.77 -0.57  0.31
O 0.12 3.92 -0.98  -0.65

Values from the calculation:
**HOMO-LUMO gap**: 10.02 eV
**E_LUMO**: 0.7 eV
**HOMO level**: -9.279 eV
**SMILES**: C/N=C\N.O.O

Which structure is most stable? arrangement ii, by 76.5 kJ/mol over the runner-up.

Arrangement i

C5H11N | wB97M-V/def2-TZVPD

Each line ends with the Mulliken charge.
CARTESIAN COORDINATES (ANGSTROEM)
C -1.83 1.08 -0.24  -1.07
C -1.49 -0.40 -0.26  -0.34
N -0.08 -0.64 -0.15  -0.10
C 0.71 -1.55 0.60  -0.56
C 1.01 -0.07 0.58  0.12
C 2.03 0.56 -0.34  -1.26
H -2.84 1.23 -0.64  0.37
H -1.79 1.51 0.76  0.30
H -1.14 1.64 -0.88  0.27
H -2.09 -0.94 0.48  0.27
H -1.78 -0.80 -1.24  0.26
H 0.35 -1.94 1.56  0.28
H 1.28 -2.29 0.03  0.23
H 0.87 0.45 1.54  0.33
H 3.01 0.74 0.12  0.35
H 1.65 1.52 -0.72  0.26
H 2.14 -0.11 -1.19  0.31

Values from the calculation:
**HOMO-LUMO gap**: 9.62 eV
**E_LUMO**: 1.2 eV
**HOMO level**: -8.417 eV
**SMILES**: CCN1C[C@H]1C

Arrangement ii

C5H11N | wB97M-V/def2-TZVPD

Each line ends with the Mulliken charge.
CARTESIAN COORDINATES (ANGSTROEM)
C -0.48 1.94 -0.01  -1.46
C -0.54 0.49 -0.45  0.24
C 0.62 -0.44 -0.41  0.29
C 2.01 -0.05 0.03  -1.49
N -0.44 -0.53 0.58  -0.39
C -1.35 -1.65 0.48  -0.88
H -0.70 2.02 1.06  0.32
H -1.20 2.55 -0.55  0.36
H 0.51 2.39 -0.18  0.30
H -1.26 0.28 -1.24  0.43
H 0.60 -1.23 -1.17  0.37
H 2.52 -0.91 0.48  0.34
H 2.59 0.31 -0.82  0.32
H 1.98 0.75 0.78  0.37
H -2.35 -1.33 0.78  0.29
H -1.02 -2.45 1.15  0.28
H -1.42 -2.06 -0.54  0.33

Values from the calculation:
**HOMO-LUMO gap**: 10.28 eV
**E_LUMO**: 1.2 eV
**HOMO level**: -9.044 eV
**SMILES**: C[C@@H]1[C@H](C)N1C

Which structure is most stable? arrangement ii, by 47.5 kJ/mol over the runner-up.

Arrangement i

C3H9N3O2 | wB97M-V/def2-TZVPD

Each line ends with the Mulliken charge.
CARTESIAN COORDINATES (ANGSTROEM)
C 0.90 -1.85 -0.97  -0.89
N -0.42 -1.52 -0.44  -0.32
C -0.64 -1.61 0.91  0.18
N -1.78 -1.91 1.38  -0.73
H 1.13 -1.24 -1.84  0.26
H 1.65 -1.63 -0.21  0.32
H 0.98 -2.91 -1.24  0.34
H -1.19 -1.88 -0.98  0.25
H 0.22 -1.35 1.54  0.33
H -1.75 -1.89 2.40  0.25
N 1.25 2.06 0.76  -0.41
C 0.45 1.72 -0.30  0.67
O -0.78 1.37 0.11  -0.49
O 0.82 1.71 -1.45  -0.59
H 0.79 2.28 1.63  0.22
H 2.05 2.61 0.52  0.25
H -1.08 0.69 -0.52  0.34

Values from the calculation:
**HOMO-LUMO gap**: 10.10 eV
**E_LUMO**: 0.8 eV
**HOMO level**: -9.284 eV
**SMILES**: [H]/N=C/NC.NC(=O)O

Arrangement ii

C3H9N3O2 | wB97M-V/def2-TZVPD

Each line ends with the Mulliken charge.
CARTESIAN COORDINATES (ANGSTROEM)
C -1.45 0.31 -0.59  -1.02
C 0.02 0.74 -0.63  -0.63
C 0.88 -0.25 0.26  0.52
N 0.81 -0.04 1.58  -0.53
N 0.72 -1.57 -0.09  -0.48
N 2.61 0.26 -0.15  0.82
O 3.06 0.93 0.82  -0.66
O 3.10 0.07 -1.20  -0.58
H -1.66 -0.66 -1.14  0.26
H -1.62 0.21 0.50  0.32
H -2.06 1.05 -1.10  0.37
H 0.27 1.79 -0.22  0.30
H 0.22 0.80 -1.83  0.25
H 1.47 0.66 1.76  0.37
H 1.12 -0.88 2.13  0.27
H 1.04 -2.24 0.58  0.21
H 0.75 -1.73 -1.03  0.21

Values from the calculation:
**HOMO-LUMO gap**: 9.77 eV
**E_LUMO**: 0.7 eV
**HOMO level**: -9.025 eV

Which structure is most stable? arrangement i, by 398.3 kJ/mol over the runner-up.

Arrangement i

C3H9N3O2 | wB97M-V/def2-TZVPD

Each line ends with the Mulliken charge.
CARTESIAN COORDINATES (ANGSTROEM)
C -1.04 0.23 -1.37  0.60
N -1.56 -0.08 -0.19  -0.51
N -1.84 0.43 -2.42  -0.39
N 0.28 0.36 -1.51  -0.51
H -0.95 -0.23 0.62  0.46
H -2.57 -0.18 -0.08  0.14
H -2.85 0.33 -2.32  0.20
H -1.44 0.67 -3.33  0.20
H 0.68 0.61 -2.41  0.14
H 0.89 0.21 -0.70  0.46
O 1.53 0.05 0.17  -0.68
O -0.28 -0.39 1.46  -0.68
C 0.95 -0.24 1.25  0.82
C 1.88 -0.42 2.48  -1.10
H 1.99 0.56 2.97  0.24
H 1.44 -1.13 3.20  0.31
H 2.87 -0.78 2.18  0.31

Values from the calculation:
**HOMO-LUMO gap**: 9.73 eV
**E_LUMO**: 0.7 eV
**HOMO level**: -9.027 eV

Arrangement ii

C3H9N3O2 | wB97M-V/def2-TZVPD

Each line ends with the Mulliken charge.
CARTESIAN COORDINATES (ANGSTROEM)
C 0.80 -0.25 2.03  -0.89
N 0.77 -0.20 0.58  -0.25
C -0.47 -0.27 0.02  0.45
C -0.52 -0.21 -1.36  0.19
N -1.66 -0.19 0.79  -0.58
N 0.54 0.22 -2.08  -0.34
O 1.46 1.43 0.24  -0.70
O -1.68 -0.53 -2.00  -0.50
H 2.39 1.25 0.44  0.30
H -1.65 -0.18 -2.90  0.32
H -2.47 -0.13 0.20  0.25
H -1.77 -0.97 1.43  0.22
H 0.56 0.18 -3.09  0.18
H 1.25 0.70 -1.51  0.29
H 0.15 0.50 2.49  0.35
H 1.82 -0.11 2.37  0.31
H 0.47 -1.24 2.35  0.39

Values from the calculation:
**HOMO-LUMO gap (spin up / spin down)**: 7.39 / 7.38 eV
**E_LUMO (spin up / spin down)**: 0.5 / 0.5 eV
**HOMO level (spin up / spin down)**: -6.898 / -6.896 eV

Which structure is most stable? arrangement i, by 147.9 kJ/mol over the runner-up.

Arrangement i

C3H9N3O2 | wB97M-V/def2-TZVPD

Each line ends with the Mulliken charge.
CARTESIAN COORDINATES (ANGSTROEM)
C 2.68 0.07 -0.29  -0.89
C 0.28 1.00 0.11  -0.54
C -1.05 0.38 0.28  0.64
H 3.36 0.59 0.46  0.23
H 2.73 0.65 -1.22  0.32
H 3.13 -0.86 -0.45  0.34
H 0.89 -0.82 -0.46  0.19
H 0.29 1.61 -0.80  0.33
H 0.57 1.68 0.91  0.34
H -0.38 -0.93 1.65  0.34
H -2.36 -1.77 0.10  0.41
H -3.79 0.53 -0.79  0.36
N 1.29 -0.10 0.07  -0.28
N -1.18 -0.73 1.09  -0.44
N -1.92 0.74 -0.60  -0.47
O -1.44 -1.93 0.39  -0.43
O -3.09 -0.09 -0.44  -0.45

Values from the calculation:
**HOMO-LUMO gap**: 9.83 eV
**E_LUMO**: 0.9 eV
**HOMO level**: -8.908 eV
**SMILES**: CNC/C(=N/O)NO

Arrangement ii

C3H9N3O2 | wB97M-V/def2-TZVPD

Each line ends with the Mulliken charge.
CARTESIAN COORDINATES (ANGSTROEM)
C 1.69 -1.91 -1.99  -1.01
C 1.22 -1.22 -0.73  0.65
N 2.12 -1.17 0.28  -0.37
O 0.12 -0.70 -0.65  -0.67
H 2.50 -2.61 -1.82  0.36
H 2.06 -1.14 -2.67  0.25
H 0.86 -2.43 -2.44  0.28
H 1.83 -0.76 1.15  0.22
H 2.95 -1.73 0.26  0.20
N -0.76 1.79 0.83  -0.42
C -1.96 2.05 1.46  0.51
N -3.03 1.42 0.90  -0.37
O -2.06 2.81 2.40  -0.63
H 0.01 2.05 1.43  0.25
H -0.65 0.89 0.39  0.34
H -2.96 0.95 0.01  0.19
H -3.95 1.72 1.18  0.22

Values from the calculation:
**HOMO-LUMO gap**: 10.05 eV
**E_LUMO**: 0.6 eV
**HOMO level**: -9.488 eV
**SMILES**: CC(N)=O.NC(N)=O

Arrangement iii

C3H9N3O2 | wB97M-V/def2-TZVPD

Each line ends with the Mulliken charge.
CARTESIAN COORDINATES (ANGSTROEM)
C -0.27 -0.40 -0.98  -0.45
C 0.49 1.98 0.72  -1.05
N 0.37 -0.50 0.24  0.71
C 0.72 0.56 1.13  0.63
N 0.40 -1.81 0.78  -0.80
N -0.50 -1.53 -1.63  -0.21
O -0.20 0.73 -1.69  -0.49
O 1.17 0.25 2.21  -0.58
H -1.17 0.99 -1.30  0.06
H -1.99 0.40 -0.47  0.21
H 1.36 -2.00 1.06  0.24
H -0.15 -1.81 1.64  0.24
H -0.50 -2.39 -1.10  0.26
H -0.99 -1.45 -2.50  0.25
H 0.99 2.22 -0.21  0.32
H -0.58 2.14 0.55  0.32
H 0.84 2.62 1.53  0.33

Values from the calculation:
**HOMO-LUMO gap**: 8.46 eV
**E_LUMO**: 0.7 eV
**HOMO level**: -7.723 eV

Which structure is most stable? arrangement ii, by 478.3 kJ/mol over the runner-up.